This record from the Open Molecules 2025 dataset describes 3 unconnected molecules or ions with the total composition C23H27ClF3N2OS in a non-equilibrium geometry. The level of theory is ωB97M-V with the def2-TZVPD basis set.

```
58
Properties=species:S:1:pos:R:3
C 1.386 -4.192 5.178
N 1.092 -3.157 0.495
H 3.220 -4.515 3.956
C 1.485 -1.924 1.184
H -1.001 -3.671 -2.326
H -4.663 4.491 0.036
C 2.746 1.937 -4.777
C 2.086 3.143 -4.986
H 1.378 -3.757 -1.559
C 1.600 1.677 -2.668
F -0.963 -4.787 4.475
H 1.044 -5.334 1.236
H 2.333 -1.514 3.450
H -0.490 5.072 -0.812
Cl -1.102 0.998 -0.254
F -0.741 7.585 -1.386
C 2.494 1.215 -3.621
F 3.127 0.046 -3.419
C -3.036 7.308 -0.932
C -4.087 6.477 -0.557
H -2.180 -2.909 0.553
H 1.402 -5.152 5.827
H -0.987 -4.787 -0.870
C 2.077 -4.584 3.784
H -0.212 -2.758 4.479
C -1.501 5.454 -0.732
O -0.432 -0.082 2.116
C -2.551 4.626 -0.346
C 1.458 -0.415 0.595
C -0.147 -3.746 5.060
S -3.606 -3.371 -1.396
C -1.754 6.786 -1.019
H -3.205 8.354 -1.157
H 1.987 -3.415 5.764
C -0.838 -3.694 -1.179
C 1.266 -4.237 1.430
C 1.190 3.620 -4.032
C 0.948 2.889 -2.873
C -3.844 5.139 -0.261
C 0.641 -3.126 -0.926
H -0.539 -3.602 6.133
H -1.918 -1.674 -0.897
H 1.763 -5.634 3.469
H 0.681 -2.071 -1.399
H 1.417 1.091 -1.777
H -2.363 3.583 -0.112
H -3.829 -4.684 -0.940
H 0.679 4.564 -4.194
C 1.949 -2.213 2.638
H 3.453 1.554 -5.504
C -0.034 0.141 0.944
H 1.657 -0.401 -0.536
H 2.270 3.713 -5.891
H -5.094 6.873 -0.494
H 0.253 3.263 -2.128
C -2.017 -2.764 -0.568
H 2.281 0.228 1.073
N 1.771 -3.657 2.652
```

Computed properties:
relative energy (zero: lowest compared OMol25 entry of this formula, charge and spin): 110.9 kcal/mol
charge: +1
orbital gap: 7.4 eV
E_HOMO: -10.858 eV